# 1
Density functional theory data (ωB97M-V with the def2-TZVPD basis set) for 2 unconnected molecules or ions with the total composition C8H16O.

```
! wB97M-V def2-TZVPD RIJCOSX def2/J DEFGRID3
* xyz 0 1
C 2.639 -0.049 0.430
C 1.878 -1.003 -0.086
C 0.567 -1.420 0.466
C 0.410 -1.665 1.760
C -0.554 -1.550 -0.539
C -0.816 -0.273 -1.354
C -1.891 0.636 -0.764
C -1.607 1.060 0.678
H 3.603 0.233 0.008
H 2.343 0.503 1.312
H 2.183 -1.525 -0.988
H -0.527 -1.969 2.227
H 1.232 -1.595 2.463
H -0.328 -2.379 -1.210
H -1.461 -1.861 -0.013
H -1.097 -0.548 -2.369
H 0.111 0.297 -1.438
H -2.858 0.127 -0.804
H -1.993 1.512 -1.403
H -2.112 1.991 0.937
H -1.906 0.292 1.387
H -0.541 1.194 0.868
O 1.091 3.013 -0.552
H 0.147 2.845 -0.450
H 1.486 2.133 -0.566
*
```

Calculated values
Lowest unoccupied orbital energy   0.9 eV
Frontier orbital gap   10.24 eV
Energy above the lowest of the compared OMol25 structures with the same formula, charge and spin   104.87 kJ/mol
Maximum force   0.67 eV Å⁻¹

=====

# 2
Density functional theory data (ωB97M-V with the def2-TZVPD basis set) for a single C8H16O molecule in a non-equilibrium geometry.

```
! wB97M-V def2-TZVPD RIJCOSX def2/J DEFGRID3
* xyz 0 1
C 0.845 -1.904 -0.485
C 0.043 -0.858 -0.272
C -1.592 -1.192 -0.215
C -2.020 -1.668 1.162
C 0.336 0.607 -0.207
C -0.427 1.371 0.886
C 0.104 1.271 -1.571
C 1.994 0.771 0.178
O 2.353 2.144 0.233
H 1.918 -1.816 -0.613
H 0.440 -2.909 -0.579
H -2.194 -0.343 -0.548
H -1.772 -1.980 -0.955
H -1.966 -0.866 1.904
H -1.391 -2.493 1.515
H -3.054 -2.032 1.145
H -0.315 0.887 1.860
H -1.494 1.453 0.660
H -0.056 2.398 0.973
H -0.961 1.311 -1.820
H 0.616 0.729 -2.373
H 0.479 2.301 -1.570
H 2.625 0.280 -0.568
H 2.175 0.333 1.164
H 3.313 2.203 0.098
*
```

Calculated values
Lowest unoccupied orbital energy   0.8 eV
Frontier orbital gap   10.21 eV
Energy above the lowest of the compared OMol25 structures with the same formula, charge and spin   115.97 kJ/mol
Maximum force   3.61 eV Å⁻¹

=====

# 3
Density functional theory data (ωB97M-V with the def2-TZVPD basis set) for 2 unconnected molecules or ions with the total composition C8H16O in a non-equilibrium geometry.

```
! wB97M-V def2-TZVPD RIJCOSX def2/J DEFGRID3
* xyz 0 1
C 0.879 -0.292 -0.684
C 0.850 -0.076 0.619
C -1.939 -0.537 0.228
C 0.664 -1.668 -1.304
C 1.086 0.897 -1.662
C 1.043 1.276 1.312
C 0.720 -1.174 1.606
C -2.225 0.837 0.636
O -2.223 -0.795 -0.967
H -0.164 -1.749 -2.005
H 0.691 -2.545 -0.683
H 1.534 -1.951 -1.951
H 1.189 0.531 -2.609
H 1.873 1.591 -1.383
H 0.192 1.514 -1.668
H 1.947 1.683 0.889
H 0.863 1.321 2.406
H 0.221 1.958 1.118
H 1.659 -1.707 1.717
H 0.015 -1.973 1.369
H 0.434 -0.808 2.558
H -1.846 1.563 -0.269
H -1.541 1.083 1.448
H -3.348 1.059 0.865
H -2.575 -0.040 -1.586
*
```

Calculated values
Lowest unoccupied orbital energy   0.8 eV
Frontier orbital gap   8.70 eV
Energy above the lowest of the compared OMol25 structures with the same formula, charge and spin   427.62 kJ/mol
Maximum force   3.45 eV Å⁻¹

=====

# 4
Density functional theory data (ωB97M-V with the def2-TZVPD basis set) for a molecular structure, C8H16O4 in a non-equilibrium geometry.

```
! wB97M-V def2-TZVPD RIJCOSX def2/J DEFGRID3
* xyz 0 1
C 0.393 -2.833 0.291
C -0.166 -1.636 -0.219
C -1.815 -0.047 0.304
C -2.889 -0.440 -0.649
C -0.070 1.538 0.080
C -0.427 3.043 0.226
C 1.741 0.033 0.114
C 3.162 0.017 -0.252
H -0.424 -3.421 1.067
H 0.551 -3.517 -0.758
H 1.304 -2.468 0.872
H -0.956 -1.727 -1.043
H -2.172 0.428 1.180
H -3.494 0.561 -0.667
H -3.455 -1.477 -0.529
H -2.540 -0.335 -1.890
H -0.006 1.438 1.274
H -0.945 3.507 -0.822
H -1.088 3.417 1.355
H 0.792 3.305 0.689
H 1.409 0.088 1.243
H 3.674 -0.866 -0.232
H 3.702 0.759 0.335
H 3.414 0.398 -1.345
O -0.924 -1.097 0.805
O -1.010 0.862 -0.517
O 1.207 1.386 -0.317
O 1.033 -0.916 -0.595
*
```

Calculated values
Lowest unoccupied orbital energy   0.9 eV
Frontier orbital gap   10.23 eV
Energy above the lowest of the compared OMol25 structures with the same formula, charge and spin   730.06 kJ/mol
Maximum force   7.84 eV Å⁻¹

=====

> Which of these has the lowest maximum force?

number 1

=====

> The lowest frontier orbital gap belongs to which entry?

number 3